Computed, not measured: 3 unconnected molecules or ions with the total composition C23H52Br2N4O7P2S, with ωB97M-V/def2-TZVPD.

As for the SMILES: CCCCCCC[C@]1(ON=O)[C@H](Br)OS(=O)(=O)[C@](Br)([PH2]=N)[C@@H]1P(O)O.CCN(CC)CC.CCN(CC)CC. As for the orbital gap: 7.6200 eV. The energy comes out at -7881.9111 hartree.

Geometry (Å):
H1 1.242 -2.198 -1.158
C1 3.175 -2.182 9.138
H2 -3.861 5.839 -5.107
H3 0.402 -3.276 6.104
O1 -0.202 -0.563 -2.889
H4 -1.941 1.341 -2.969
H5 -0.356 0.060 -3.615
H6 -2.512 2.860 -1.232
H7 1.715 -3.297 0.137
C2 -2.925 2.212 -6.367
C3 -3.625 5.048 -5.824
H8 -2.854 1.279 -6.929
H9 5.704 2.522 -0.497
Br1 -0.669 -3.864 1.413
C4 -3.526 5.659 -7.224
H10 3.173 -3.557 4.804
H11 4.146 0.290 0.949
H12 3.757 -2.905 -0.799
H13 -2.177 2.893 -6.778
N1 3.101 -3.150 6.850
Br2 -3.402 0.697 1.098
C5 -1.221 -2.143 0.652
H14 1.379 2.260 -1.551
H15 2.492 -2.018 5.227
H16 -2.182 -1.903 1.155
C6 -5.949 4.304 -5.492
H17 -2.624 4.712 -5.532
C7 -2.235 0.240 -0.445
H18 1.406 -2.772 8.077
H19 -4.263 1.201 -3.155
H20 -7.768 4.788 -6.546
N2 -0.445 -1.196 3.239
C8 1.774 -2.240 -0.190
C9 2.397 -2.356 7.843
H21 -3.460 4.901 -8.007
H22 1.750 -4.965 8.477
H23 0.698 -3.308 4.371
H24 2.915 -6.271 8.310
C10 -4.332 2.778 -6.472
H25 1.663 -1.564 1.858
C11 3.680 -0.727 -1.209
H26 1.868 -5.873 6.963
H27 -5.023 1.990 -6.160
H28 -2.626 6.275 -7.293
O2 -4.026 -1.888 -0.496
C12 3.329 -1.981 -0.363
H29 2.227 -1.358 7.430
H30 -0.536 1.200 0.462
H31 -6.479 3.437 -5.083
H32 3.679 -1.006 -2.276
P1 -2.683 1.544 -1.769
H33 3.915 2.186 -0.696
H34 4.069 -4.955 6.460
H35 1.084 -4.720 5.335
H36 -2.664 1.998 -5.327
C13 5.063 0.630 0.417
C14 -6.694 4.764 -6.747
C15 5.171 -0.330 -0.834
H37 5.704 0.141 -1.677
C16 -0.690 0.243 -0.083
C17 1.257 -1.234 0.883
H38 4.172 -1.779 8.949
H39 1.767 -0.268 0.675
H40 3.732 -1.888 0.666
C18 2.443 -5.440 7.780
O3 0.624 1.974 -2.068
H41 5.725 -1.229 -0.509
S1 -2.777 -1.416 -1.130
P2 0.402 0.358 -1.616
H42 -4.553 2.989 -7.529
O4 -1.476 -2.394 -0.745
H43 5.902 0.515 1.121
C19 1.093 -3.630 5.338
O5 -2.992 -1.353 -2.595
H44 -4.372 6.310 -7.444
H45 2.651 -1.486 9.797
H46 -6.044 5.075 -4.722
H47 3.282 -3.123 9.682
O6 -0.553 -0.315 2.197
H48 4.265 -4.358 8.068
H49 -6.406 5.773 -7.043
H50 -6.537 4.093 -7.592
H51 4.581 2.698 0.877
C20 3.519 -4.476 7.275
C21 2.505 -3.072 5.524
C22 4.796 2.096 -0.031
N3 -4.236 1.421 -2.161
N4 -4.546 3.940 -5.627
H52 3.075 0.158 -0.972
O7 0.242 -0.734 4.079
C23 -0.269 -0.932 0.903

Charges computed using Löwdin, reported in e: H 0.091; C -0.093; H 0.115; H 0.073; O -0.262; H 0.005; H 0.049; H 0.035; H 0.068; C -0.088; C -0.252; H 0.075; H 0.075; Br 0.838; C -0.085; H 0.112; H 0.086; H 0.116; H 0.066; N -0.197; Br 0.793; C -0.666; H 0.030; H 0.100; H 0.076; C -0.249; H 0.098; C -0.898; H 0.101; H -0.045; H 0.071; N -0.031; C -0.221; C -0.274; H 0.067; H 0.067; H 0.024; H 0.072; C -0.274; H 0.120; C -0.225; H 0.054; H 0.119; H 0.071; O -0.306; C -0.198; H 0.118; H 0.130; H 0.111; H 0.113; P 0.692; H 0.055; H 0.114; H 0.058; H 0.053; C -0.252; C -0.088; C -0.199; H 0.102; C -0.374; C -0.163; H 0.079; H 0.095; H 0.109; C -0.085; O -0.277; H 0.099; S 0.662; P 0.938; H 0.101; O -0.265; H 0.104; C -0.088; O -0.305; H 0.054; H 0.072; H 0.112; H 0.064; O -0.120; H 0.101; H 0.054; H 0.066; H 0.071; C -0.250; C -0.249; C -0.114; N -0.291; N -0.197; H 0.034; O 0.088; C -0.435